{
  "formula": "C17H27NO2",
  "method": "wB97M-V/def2-TZVPD",
  "smiles": "CCCCCCCCC(=O)NCCOc1ccccc1",
  "orbital_gap_ev": 9.39,
  "relative_energy_kj_mol": 17.04,
  "charge": 0,
  "multiplicity": 1,
  "e_homo_ha": -0.319,
  "species": ["H", "C", "H", "H", "C", "H", "H", "H", "C", "H", "H", "O", "H", "C", "C", "C", "H", "H", "H", "H", "C", "H", "C", "H", "H", "C", "H", "C", "N", "H", "H", "C", "H", "H", "C", "O", "C", "C", "C", "C", "H", "H", "C", "H", "H", "H", "H"],
  "xyz": [[-5.483, -2.241, 1.126], [2.214, -2.408, 0.632], [2.224, -3.481, 0.837], [3.909, 2.228, 1.280], [-5.304, -1.417, 0.439], [-1.394, -1.085, -0.927], [-0.422, 1.111, -2.177], [1.095, -1.040, -0.600], [-3.105, 2.018, -0.321], [4.374, -2.270, 0.585], [0.957, -2.726, -1.085], [3.743, -0.110, -1.513], [3.629, -2.571, -0.993], [1.792, 2.033, 0.905], [3.584, -0.537, -0.392], [-1.533, -1.977, -0.313], [-0.309, -1.405, 1.355], [3.296, -0.155, 1.591], [-3.887, -0.831, -1.066], [-2.938, -2.682, 1.161], [-0.339, 1.760, -0.151], [-5.200, -0.503, 1.021], [-1.007, 1.448, -1.336], [-4.178, 2.117, -0.384], [1.682, 3.119, 1.030], [-0.304, -2.169, 0.572], [3.476, 1.968, -0.438], [-1.066, 2.208, 0.944], [3.490, 0.270, 0.697], [-2.881, 1.345, -2.344], [1.487, 1.538, 1.840], [-4.044, -1.666, -0.381], [-0.577, 2.468, 1.870], [-3.000, 2.673, 1.711], [-2.377, 1.582, -1.418], [1.012, 1.581, -0.176], [0.995, -2.059, -0.222], [3.252, 1.687, 0.594], [-2.811, -1.817, 0.505], [3.526, -2.020, -0.057], [-2.718, -0.930, 1.137], [-0.356, -3.144, 1.062], [-2.444, 2.328, 0.851], [-1.633, -2.832, -0.986], [-4.172, -2.570, -0.981], [2.131, -1.900, 1.597], [-6.171, -1.315, -0.209]],
  "forces_ev_per_a": [[-0.1, -0.1, 0.1], [0.0, 0.1, -0.3], [0.0, 0.0, 0.1], [-0.1, 0.0, -0.1], [0.1, 0.0, -0.3], [0.0, 0.0, -0.1], [0.1, 0.0, -0.1], [0.0, 0.0, -0.1], [-0.2, 0.0, 0.1], [0.1, 0.0, 0.0], [0.0, 0.0, -0.1], [-0.1, 0.1, -0.4], [0.1, 0.1, 0.0], [0.4, 0.2, 0.2], [0.3, -0.5, 0.2], [0.0, 0.0, 0.5], [0.0, 0.0, 0.1], [0.0, -0.1, -0.1], [0.0, 0.0, -0.1], [0.0, 0.0, 0.1], [-0.1, 0.0, -0.1], [0.0, 0.1, 0.1], [0.2, 0.1, 0.1], [-0.1, 0.0, 0.0], [0.0, -0.1, 0.0], [0.0, 0.1, -0.5], [0.0, 0.1, 0.2], [0.4, 0.0, 0.1], [-0.1, 0.2, 0.4], [0.0, 0.0, -0.1], [0.0, 0.1, -0.1], [0.0, 0.0, 0.4], [0.1, 0.0, 0.1], [0.0, 0.0, 0.1], [0.1, 0.0, 0.0], [-0.1, -0.1, -0.2], [0.0, -0.1, 0.5], [-0.4, 0.2, 0.0], [0.0, 0.0, -0.5], [-0.1, 0.0, 0.0], [0.0, 0.0, 0.1], [0.0, 0.0, 0.1], [-0.1, 0.0, 0.0], [0.0, 0.0, -0.1], [0.0, 0.0, -0.1], [0.0, -0.1, 0.1], [-0.2, 0.0, 0.0]]
}